Here is an isolated molecule of C2H5NO4 from the OMol25 dataset. Energies are from the ωB97M-V functional and the def2-TZVPD basis.

Each line ends with the natural charge from an NBO analysis.
Geometry (Å):
N 0.512 -0.366 -0.455  -0.8636
C -0.346 0.074 0.603  0.5505
O -0.364 -0.889 1.673  -0.7283
O -0.116 1.325 1.102  -0.7040
C -1.837 0.089 -0.011  0.7060
O -2.792 0.787 0.148  -0.5622
O -1.863 -0.904 -0.906  -0.6582
H 1.131 0.298 -0.635  0.3955
H 0.764 -1.280 -0.263  0.3860
H -1.108 -1.569 1.575  0.4880
H -0.904 1.916 1.090  0.5143
H -1.010 -1.231 -0.867  0.4759

Values from the calculation:
Orbital gap (eV): 10.7
LUMO level (Eh): 0.0157
ΔE to the lowest compared entry with this formula, charge and spin (kcal per mole): 55.85
Largest force on an atom (eV/A): 4.98